Here is a structure of composition C39H36ClIIrN8O6S2 from the OMol25 dataset. Energies are from the ωB97M-V functional and the def2-TZVPD basis.

Results
- molar mass (Da) = 1131.48
- multiplicity = 2
- lowest unoccupied orbital energy (spin up / spin down) (eV) = -5.8 / -8.5
- charge = +2
- DFT total energy (eV) = -110354.0571
- ΔE to the lowest compared entry with this formula, charge and spin (eV) = 0.583

Geometry (Å):
Ir -0.3558 0.1263 0.3598
C 3.2975 1.5971 7.5776
C 2.9648 1.7018 6.1175
C 3.5050 2.7169 5.3332
C 3.2225 2.8047 3.9785
C 2.3882 1.8585 3.4026
C 1.8351 0.8347 4.1612
C 2.1234 0.7658 5.5113
S 2.0933 1.9283 1.6711
O 2.3927 3.2548 1.2143
O 2.7518 0.8182 1.0355
N 0.4743 1.6424 1.4944
C -0.4165 2.6368 1.9505
C -0.1269 3.7311 2.7358
C -1.1422 4.6313 3.1233
C -2.4461 4.4571 2.7600
C -2.7872 3.3456 1.9602
C -4.1046 3.0297 1.5684
C -4.3524 1.9079 0.8219
C -3.2763 1.1142 0.4120
N -2.0395 1.4044 0.7540
C -1.7621 2.4690 1.5495
H 3.5888 2.5620 7.9881
H 4.1329 0.9099 7.7252
H 2.4531 1.2170 8.1513
H 4.1566 3.4522 5.7878
H 3.6418 3.5973 3.3731
H 1.1856 0.1036 3.6938
H 1.6939 -0.0254 6.1146
H 0.8805 3.9338 3.0588
H -0.8629 5.4776 3.7366
H -3.2185 5.1432 3.0803
H -4.9153 3.6790 1.8760
H -5.3528 1.6375 0.5158
H -3.4196 0.2464 -0.2168
O -0.9044 -1.4341 -5.3052
C -0.6746 -0.1285 -5.2378
O -0.1009 0.4712 -6.1028
C -1.1532 0.5876 -4.0155
C -1.2702 1.9671 -3.8934
Cl -1.0907 3.1922 -5.0320
N -1.5842 2.2505 -2.6055
N -1.6932 1.1215 -1.8889
C -1.4472 0.1262 -2.7206
C -1.4559 -1.2367 -2.1172
O -1.5925 -2.2352 -2.7901
O -1.3094 -1.2916 -0.8063
C -2.0780 3.4963 -2.0705
C -3.4509 3.6871 -2.0485
C -3.9609 4.8647 -1.5244
C -3.0993 5.8346 -1.0285
C -1.7265 5.6354 -1.0662
C -1.2069 4.4624 -1.5953
H -1.3061 -1.7965 -4.4900
H -4.1074 2.9242 -2.4486
H -5.0300 5.0302 -1.5182
H -3.4987 6.7578 -0.6300
H -1.0531 6.3986 -0.7004
H -0.1360 4.3318 -1.6593
I 3.0347 -1.6604 -4.1797
C 2.2936 -0.0937 -3.0450
C 2.6412 1.2278 -3.3061
C 2.1255 2.2191 -2.4910
C 1.2831 1.8749 -1.4526
N 0.9370 0.6058 -1.2147
C 1.4354 -0.3645 -2.0000
H 3.2998 1.4712 -4.1287
H 2.3782 3.2592 -2.6416
H 0.8878 2.6155 -0.7763
H 1.1335 -1.3782 -1.7862
C -3.2274 0.1904 4.7275
C -2.6671 -1.1336 4.1884
C -1.8915 -0.8906 2.9787
N -1.2973 -0.6005 2.0473
H -3.7918 -0.0089 5.6354
H -3.8933 0.6541 4.0008
H -2.4234 0.8863 4.9634
H -3.4618 -1.8389 3.9392
H -2.0110 -1.6185 4.9135
C 2.6704 -3.7856 2.2922
N 1.3347 -3.8983 1.7267
C 0.7428 -5.2148 1.4380
C -0.6345 -4.8464 0.8657
N -0.4791 -3.4122 0.5967
C 0.6409 -2.9455 1.1143
S 1.3241 -1.3389 1.0004
H 3.4301 -4.0107 1.5419
H 2.7595 -4.4948 3.1123
H 2.8319 -2.7812 2.6760
H 0.6808 -5.8071 2.3483
H 1.3694 -5.7444 0.7174
H -1.4378 -5.0093 1.5841
H -0.8685 -5.3840 -0.0494
H -1.0694 -2.8379 -0.0037

Charges in e, computed with Löwdin, in the same order as the atoms: 1.39, -0.03, -0.25, -0.01, -0.04, -0.31, -0.06, -0.03, 0.60, -0.27, -0.40, -0.28, -0.24, 0.01, -0.03, -0.02, -0.15, 0.02, -0.02, -0.12, -0.05, -0.17, 0.09, 0.10, 0.08, 0.13, 0.12, 0.08, 0.12, 0.10, 0.12, 0.13, 0.14, 0.12, 0.12, 0.14, -0.50, 0.11, -0.04, -0.58, 0.88, -0.06, 0.10, -0.16, -0.52, 0.12, -0.24, -0.22, -0.01, -0.06, -0.06, -0.05, -0.01, 0.08, 0.13, 0.12, 0.12, 0.12, 0.11, 1.03, -0.69, -0.06, 0.01, -0.13, -0.13, -0.23, 0.12, 0.13, 0.09, 0.08, -0.06, -0.17, -0.07, 0.06, 0.09, 0.08, 0.09, 0.13, 0.13, -0.02, -0.14, -0.07, -0.08, 0.07, -0.61, 0.88, 0.11, 0.10, 0.07, 0.13, 0.14, 0.13, 0.13, 0.10